The following is a quantum chemistry calculation of an isolated ion of composition C3H9N4 and charge +1 in a non-equilibrium geometry, from the Open Molecules 2025 dataset.

The geometry in XYZ format:
```
16
Properties=species:S:1:pos:R:3:forces:R:3:mulliken_charge:R:1
H -0.6902 -3.7167 0.9629 0.2200 1.4271 -0.0990 0.28
N -0.1503 -2.8061 1.0767 0.2751 -1.0208 0.4987 -0.55
N -0.5806 -1.9120 0.3680 -0.3890 -0.3934 -0.0776 0.05
C 0.2374 -0.6910 0.4158 -1.3441 2.8686 -3.4435 0.37
C 0.3981 0.0155 1.7046 2.3393 -2.7917 4.9003 -0.25
N 0.2644 1.2686 1.8344 -0.7110 -1.3914 -3.9095 -0.10
N -0.4961 0.4856 -0.3952 1.9539 -1.8263 0.0230 -0.53
C -0.1331 0.2700 -1.7982 1.7828 0.2080 0.0014 -0.88
H 1.1612 -0.8959 -0.3057 -1.4323 0.5487 2.2742 0.35
H 0.7089 -0.5938 2.6912 -0.8692 1.1540 -2.3966 0.36
H 0.2883 1.7837 2.6593 0.2103 0.9180 1.7075 0.21
H -0.0192 1.5406 0.8090 0.0075 0.7482 0.5547 0.46
H -1.4922 0.5798 -0.3629 -0.7775 -0.8570 0.8032 0.26
H -0.1756 -0.8011 -2.0995 -0.3260 0.7461 0.0619 0.30
H -0.7440 0.9027 -2.4370 0.1870 -0.0871 -0.1443 0.35
H 0.9547 0.5824 -1.8120 -1.1268 -0.2511 -0.7544 0.32
```
Forces are in eV/Å.

- Orbital gap: 8.86 eV
- SMILES: [H]/N=N/[C@H](C=[NH2+])NC
- Net charge: +1
- Relative energy (zero: lowest compared OMol25 entry of this formula, charge and spin): 4.319 eV